DFT (the ωB97M-V functional and the def2-TZVPD basis) results for an isolated ion of composition C8H16N and charge +1 in a non-equilibrium geometry.

LUMO: -4.60 eV
Kohn-Sham gap: 8.66 eV
ΔE to the lowest compared entry with this formula, charge and spin: 676.8 kJ/mol
charge: +1
spin multiplicity: 1

Last column: Löwdin charge in e.
Geometry (Å):
1 C 0.435975 1.298944 0.159319  -0.280
2 C -1.519276 -0.253353 0.791434  0.004
3 C 0.438978 -0.104484 -0.437007  -0.410
4 C 1.614521 2.064245 0.637124  -0.058
5 C -1.569484 -0.599438 2.168688  -0.065
6 C 1.750386 -0.816075 -0.767997  0.002
7 C 0.188722 1.108142 -1.300578  -0.030
8 C -1.511936 -1.512218 -1.241057  0.050
9 N -0.678792 -1.052145 -0.088153  -0.079
10 H 1.896201 1.729602 1.753431  0.142
11 H 1.460738 3.087449 0.670812  0.049
12 H 2.457091 2.108148 -0.129173  0.106
13 H -1.826723 0.340393 2.803155  0.154
14 H -0.837062 -1.246862 2.515622  0.065
15 H -2.741690 -0.746716 2.350267  0.187
16 H 2.556769 0.022805 -0.921985  0.129
17 H 1.697597 -1.464121 -1.741439  0.126
18 H 1.897879 -1.458529 0.072774  0.066
19 H 0.977624 1.377846 -2.121052  0.173
20 H -0.477371 1.400038 0.887438  0.148
21 H -0.787097 1.160719 -1.720643  0.097
22 H -2.014431 -0.774926 -1.771017  0.080
23 H -0.916001 -1.900167 -2.115041  0.147
24 H -2.277324 -2.025643 -0.838527  0.070
25 H -0.215296 -1.743654 0.383604  0.128

Atoms 1-6, force components in eV/Å:
C -1.8 0.0 1.2
C -2.1 1.1 -0.3
C 2.3 1.0 -2.0
C 2.5 -2.1 1.4
C -3.1 2.5 0.1
C 0.0 0.7 -1.6

DFT (the ωB97M-V functional and the def2-TZVPD basis) results for a 2-piece molecular cluster, C8H16N2 overall.

LUMO: 0.83 eV
Kohn-Sham gap: 9.48 eV
SMILES string: CCc1c[nH]cn1.CCC
ΔE to the lowest compared entry with this formula, charge and spin: 14.1 kJ/mol
spin multiplicity: 1

Last column: Löwdin charge in e.
Geometry (Å):
1 C -2.383300 -1.564624 1.875782  -0.098
2 C -1.127720 -1.100073 1.129765  -0.209
3 C -1.417745 -0.468215 -0.198193  -0.345
4 C -1.013984 -0.855421 -1.437933  -0.085
5 N -1.529280 0.061252 -2.313038  0.052
6 C -2.224236 0.963614 -1.574983  -0.206
7 N -2.172568 0.679837 -0.296496  0.108
8 H -2.106266 -2.359935 2.566516  0.064
9 H -3.132555 -1.940065 1.186238  0.071
10 H -2.811187 -0.759870 2.468957  0.069
11 H -0.563677 -0.395882 1.739436  0.096
12 H -0.480791 -1.956100 0.922267  0.108
13 H -0.400753 -1.704412 -1.693032  0.118
14 H -1.492814 0.084918 -3.312160  0.142
15 H -2.775678 1.777311 -2.011396  0.114
16 C 3.458493 0.258888 0.313898  -0.123
17 C 1.939137 0.446935 0.256484  -0.325
18 C 1.493361 1.812385 -0.249748  -0.105
19 H 3.890287 0.199561 -0.687085  0.068
20 H 3.727519 -0.671377 0.815860  0.065
21 H 3.918752 1.093436 0.844649  0.069
22 H 1.518866 -0.314528 -0.404395  0.080
23 H 1.537466 0.218484 1.241780  0.085
24 H 2.144390 2.162368 -1.054802  0.071
25 H 0.483148 1.750966 -0.653627  0.047
26 H 1.521139 2.580548 0.525248  0.073

Atoms 1-6, force components in eV/Å:
C 0.4 0.0 0.2
C -0.1 -0.2 -0.6
C -0.2 0.5 0.3
C 0.3 -0.6 0.3
N -0.3 0.4 -0.1
C 0.0 -0.2 0.5

DFT (the ωB97M-V functional and the def2-TZVPD basis) results for C8H16N2O3 in the gas phase in a non-equilibrium geometry.

LUMO (alpha / beta): -1.44 / -0.18 eV
Kohn-Sham gap (alpha / beta): 4.86 / 7.23 eV
ΔE to the lowest compared entry with this formula, charge and spin: 928.0 kJ/mol
spin multiplicity: 1

Last column: Löwdin charge in e.
Geometry (Å):
1 C 0.244665 -3.049801 -0.058853  -0.188
2 C 0.953980 -1.561641 1.702223  0.123
3 C -0.187359 -2.233630 -1.294493  -0.112
4 C -0.995551 -0.285527 -0.009755  -0.209
5 C -0.339982 3.540318 -0.101877  -0.098
6 C 1.376611 2.016665 -1.040999  -0.032
7 C -0.436449 1.058212 0.502859  -0.098
8 C -0.166437 2.121120 -0.593826  -0.348
9 N 1.185317 -2.378279 0.693039  -0.018
10 N -1.877255 -0.933250 0.767878  -0.436
11 O -2.294408 -0.409862 1.797302  -0.006
12 O -2.265311 -2.050174 0.357471  -0.055
13 O -0.195788 -0.777227 -1.021033  -0.033
14 H -0.695645 -3.118238 0.463402  0.088
15 H 0.609960 -4.139035 -0.480344  0.187
16 H 1.653609 -1.046172 2.238829  0.074
17 H -0.043059 -1.665790 2.104256  0.097
18 H 0.549048 -2.234715 -2.023861  0.097
19 H -1.150606 -2.651912 -1.559631  0.120
20 H -1.279172 3.860156 -0.238124  0.033
21 H 0.175289 4.143037 -0.785129  0.057
22 H -0.009144 3.820604 0.902347  0.099
23 H 1.474988 2.269892 -2.100021  0.080
24 H 1.568941 1.035128 -0.900148  0.010
25 H 1.900584 2.761647 -0.479331  0.068
26 H -1.231676 1.410544 1.108011  0.099
27 H 0.423866 0.919735 1.081847  0.085
28 H -1.044172 1.963775 -1.287181  0.154
29 H 2.095157 -2.385580 0.255141  0.161

Atoms 1-6, force components in eV/Å:
C -1.5 -2.6 -2.8
C -3.4 -2.2 -1.4
C -0.3 0.8 1.8
C 3.2 1.9 0.8
C 2.0 -0.9 0.8
C -3.7 2.2 -1.6

DFT (the ωB97M-V functional and the def2-TZVPD basis) results for a 2-piece molecular cluster, C8H16N2O3 overall in a non-equilibrium geometry.

LUMO: 0.35 eV
Kohn-Sham gap: 9.41 eV
ΔE to the lowest compared entry with this formula, charge and spin: 667.3 kJ/mol
spin multiplicity: 1

Last column: Löwdin charge in e.
Geometry (Å):
1 C -1.406509 3.358518 -0.609615  -0.278
2 C -0.340159 2.230494 -0.183959  -0.376
3 C 0.389929 -0.068008 -0.724064  -0.218
4 C 0.023775 -1.193791 -1.666088  -0.432
5 C 0.542047 -0.664426 0.654881  -0.398
6 C -0.835770 -1.209289 1.045422  -0.067
7 C 1.644936 -1.747543 0.609764  -0.210
8 C 2.081668 -1.926223 2.164022  -0.130
9 H -2.977678 3.077970 -2.360984  0.238
10 H -3.250848 3.009923 -0.169102  0.152
11 H -1.527857 4.065139 0.184420  0.097
12 H -0.972348 4.006222 -1.285069  0.081
13 H -1.276930 1.030378 -1.453935  0.081
14 H 1.370759 0.223090 -1.023056  0.149
15 H 0.880057 0.231905 1.301853  0.159
16 H -1.864182 -0.551270 1.544530  0.167
17 H -1.098384 -1.947779 0.125954  0.118
18 H -0.562294 -1.883930 1.953463  0.072
19 H 2.593778 -1.489935 -0.181572  0.183
20 H 1.302018 -2.862414 0.464568  0.131
21 H 2.039806 -1.010671 2.654870  0.011
22 H 1.463394 -2.662816 2.907428  0.113
23 H 3.190624 -2.255285 2.227832  0.082
24 H 0.794483 -2.894449 -2.317013  0.204
25 N -2.577118 2.714337 -1.092685  -0.099
26 N -0.545080 1.088033 -0.834987  0.134
27 O 0.805073 2.583423 0.304750  -0.030
28 O -0.919306 -1.163080 -2.539120  0.042
29 O 1.032117 -2.088524 -1.702508  0.024

Atoms 1-6, force components in eV/Å:
C 1.6 -1.8 1.3
C 3.9 3.5 -1.1
C -1.0 0.6 -0.5
C -2.5 1.0 -5.1
C -0.3 2.1 0.1
C -1.6 -2.3 2.1

DFT (the ωB97M-V functional and the def2-TZVPD basis) results for C8H16N2O5 in the gas phase in a non-equilibrium geometry.

LUMO: 0.54 eV
Kohn-Sham gap: 10.32 eV
SMILES string: C[C@@H](O)[C@H](N)C(=O)N[C@H](C(=O)O)[C@@H](C)O
ΔE to the lowest compared entry with this formula, charge and spin: 171.3 kJ/mol
spin multiplicity: 1

Last column: Löwdin charge in e.
Geometry (Å):
1 C 3.740450 0.227989 0.064376  -0.025
2 C 2.373008 0.794535 0.425588  -0.322
3 O 1.949075 1.766762 -0.637278  -0.078
4 C 1.198904 -0.151776 0.593924  -0.318
5 N 1.230133 -1.299285 1.456826  0.054
6 C 0.664021 -0.546354 -0.812631  -0.406
7 O 1.191501 -1.499743 -1.430156  0.066
8 N -0.382249 0.161205 -1.356462  0.087
9 C -1.683440 0.339475 -0.752813  -0.165
10 C -1.896222 1.796327 -0.119536  -0.503
11 O -2.913301 2.187369 0.348341  0.121
12 O -0.845703 2.557675 -0.280985  0.121
13 C -2.120831 -0.864379 0.086445  -0.369
14 C -3.550957 -0.621277 0.681047  -0.032
15 O -2.208066 -2.052497 -0.742293  -0.036
16 H 3.834955 -0.002815 -0.980361  0.078
17 H 3.814023 -0.626468 0.694525  0.064
18 H 4.576794 0.923750 0.279849  0.097
19 H 2.462769 1.418528 1.323657  0.152
20 H 2.033769 1.261132 -1.494718  0.114
21 H 0.421672 0.579040 0.938583  0.144
22 H 1.848570 -1.190460 2.261885  0.081
23 H 1.655773 -2.188425 0.959891  0.141
24 H -0.350790 0.041825 -2.351815  0.154
25 H -2.462618 0.351258 -1.559110  0.179
26 H -0.046164 1.988830 -0.509636  0.089
27 H -1.460646 -0.997060 0.942446  0.128
28 H -4.140722 -0.057695 -0.095920  0.095
29 H -3.995054 -1.590297 0.904556  0.073
30 H -3.412708 0.000479 1.642415  0.109
31 H -1.525942 -2.707649 -0.480649  0.108

Atoms 1-6, force components in eV/Å:
C -0.2 1.1 0.6
C 0.9 1.7 -1.6
O 0.4 -1.5 0.0
C -2.1 0.8 -0.8
N 1.7 -2.8 -0.7
C 1.1 -2.9 -0.1

DFT (the ωB97M-V functional and the def2-TZVPD basis) results for C8H16N2S in the gas phase in a non-equilibrium geometry.

LUMO: 0.52 eV
Kohn-Sham gap: 8.88 eV
SMILES string: CN(C)CCCCCSC#N
ΔE to the lowest compared entry with this formula, charge and spin: 0.0 kJ/mol
spin multiplicity: 1

Last column: Löwdin charge in e.
Geometry (Å):
1 C -2.565694 -1.166659 -1.223493  -0.114
2 N -3.027079 -0.457170 -0.061003  -0.274
3 C -2.831852 -1.206301 1.163546  -0.105
4 C -2.644645 0.946039 -0.047527  -0.218
5 C -1.165050 1.313103 -0.218593  -0.203
6 C -0.232637 0.805087 0.867527  -0.226
7 C 1.168671 1.457460 0.837024  -0.252
8 C 1.915913 1.304770 -0.488701  -0.466
9 S 2.140059 -0.414927 -1.063317  0.898
10 C 2.981928 -1.045356 0.279341  -0.637
11 N 3.532084 -1.476532 1.200126  0.092
12 H -3.080922 -2.123995 -1.283264  0.083
13 H -1.490754 -1.363994 -1.242481  0.074
14 H -2.798335 -0.596401 -2.133183  0.091
15 H -1.778044 -1.478719 1.382291  0.079
16 H -3.416668 -2.115310 1.129174  0.078
17 H -3.204249 -0.619276 1.993088  0.080
18 H -3.022288 1.368529 0.896777  0.118
19 H -3.219505 1.459677 -0.839226  0.118
20 H -1.083215 2.423306 -0.250959  0.127
21 H -0.851091 0.971293 -1.197088  0.090
22 H -0.103209 -0.287246 0.788972  0.086
23 H -0.646148 0.982030 1.848914  0.112
24 H 1.788226 1.037559 1.645997  0.107
25 H 1.082749 2.527022 1.035492  0.112
26 H 2.903924 1.764640 -0.436585  0.080
27 H 1.383749 1.776783 -1.313455  0.070

Atoms 1-6, force components in eV/Å:
C -0.2 0.0 -0.5
N 0.1 0.1 -0.1
C 0.5 0.3 0.0
C -0.4 0.4 0.3
C -0.2 0.6 0.2
C 0.9 -0.4 -0.3

E_tot in eV, matching the order above: -10032.261, -11535.839, -17670.133, -17672.836, -21772.649, -22370.185